This record from the OMol25 dataset describes C17H21Cl3MoN2O3S as an isolated structure. The level of theory is ωB97M-V/def2-TZVPD.

Last column: Löwdin charge in e.
CARTESIAN COORDINATES (ANGSTROEM)
H 3.4637 -6.1170 0.3860  0.118
H 4.2043 1.6288 0.7057  0.091
C 0.7736 -4.1490 -1.1616  0.052
H 3.4763 0.0428 -1.8234  0.164
H 1.3230 -1.9977 1.9291  0.128
C 1.2879 -4.7618 -0.0187  -0.080
C 1.1917 -2.6368 1.0572  -0.161
H 5.2787 1.2984 -0.6535  0.102
C 4.0436 -1.0561 -0.0397  -0.024
Mo 0.4629 0.0732 -0.0045  1.694
H 0.5810 -4.7331 -2.0490  0.144
H 1.1958 4.2534 1.7598  0.064
Cl -2.0812 -2.4802 1.5164  0.804
C 1.4952 -3.9833 1.1185  0.034
H 2.8266 -7.7234 0.2700  0.138
C 1.3279 3.1849 1.5989  -0.319
N 0.7367 -2.0427 -0.0503  -0.153
C 0.5323 -2.7883 -1.1432  -0.085
H 3.9452 -0.9610 1.0433  0.095
N 2.6772 -6.7253 0.2423  0.209
C 3.4493 0.1800 -0.7261  -0.437
H 5.0999 -1.1468 -0.2842  0.103
Cl -2.5585 2.0128 -1.2528  0.785
H 0.2332 4.3993 -1.0746  0.063
H -5.3514 1.3344 -0.9194  0.124
H 0.1494 -2.2626 -2.0187  0.134
O 0.4557 -6.9386 -0.1839  0.129
H 1.8641 -4.4129 2.0363  0.139
C -4.5156 -1.5033 0.7641  -0.081
H 0.0557 2.8382 -1.9034  0.020
H 3.8628 2.3029 -0.9196  0.079
H 1.2125 2.6678 2.5499  0.052
S 0.0066 2.6004 0.4874  0.751
H -4.9729 -2.3646 1.2289  0.126
C 4.2393 1.4418 -0.3688  -0.024
C -3.3538 0.7150 -0.4580  -0.553
C -2.5328 -0.2453 0.1564  -0.383
C -3.1436 -1.3472 0.7744  -0.557
C 0.5474 3.3574 -1.0814  -0.341
H 3.5257 -1.9579 -0.3709  0.070
H 1.6278 3.2849 -1.1802  0.036
C 1.4418 -6.2739 0.0035  -0.521
O 2.1060 0.2854 -0.3498  -0.398
Cl -7.0000 -0.7304 0.0832  0.791
C -4.7277 0.5874 -0.4562  -0.084
C -5.3076 -0.5348 0.1407  -0.641
H 2.3030 2.9814 1.1641  0.023
O -1.2151 -0.1256 0.1293  -0.419

Spin multiplicity: 1
Net charge: +2
Max |F| in eV/Å: 4.5
E_HOMO (alpha / beta) in eV: -14.6 / -14.6
HOMO-LUMO gap (alpha / beta) in eV: 5.553 / 5.552